Entry i
{"formula": "C3H6N3", "method": "ωB97M-V/def2-TZVPD", "total_charge": 1, "lumo_energy_ev": -5.60, "homo_energy_ev": -13.84, "smiles": "[H]/N=N/C=[NH+]/C=C", "symbols": ["C", "C", "C", "N", "N", "N", "H", "H", "H", "H", "H", "H"], "positions_angstrom": [[0.69, 0.52, -2.42], [-0.09, -0.02, -1.51], [-0.68, -0.27, 0.96], [-0.13, -0.93, 3.21], [-0.45, -0.35, 2.19], [0.21, 0.14, 0.06], [0.42, 0.63, -3.48], [1.72, 1.03, -2.34], [-0.94, -0.54, -1.62], [-1.73, -0.51, 0.59], [-0.13, -0.34, 4.16], [1.11, 0.64, 0.21]]}

---

Entry ii
{"formula": "C3H6N3", "method": "ωB97M-V/def2-TZVPD", "total_charge": 1, "lumo_energy_ev": -6.00, "homo_energy_ev": -12.39, "symbols": ["C", "C", "C", "N", "N", "N", "H", "H", "H", "H", "H", "H"], "positions_angstrom": [[2.10, -0.32, 0.45], [-1.47, -0.54, -0.09], [0.78, -0.23, 0.89], [3.28, -0.24, 0.38], [-0.31, 0.24, -0.04], [-2.40, -0.15, -0.90], [0.74, -1.24, 1.20], [0.78, 0.40, 1.91], [3.94, -0.61, -0.32], [-0.18, 1.06, -0.67], [-3.19, -0.75, -0.87], [-2.40, 0.73, -1.58]]}

---

entry ii takes first place; second place is 0.0095 hartree up.